#1
DFT (ωB97M-V with the def2-TZVPD basis set) results for 2 unconnected molecules or ions with the total composition C2H4O2.

Structure (XYZ):
```
8
Properties=species:S:1:pos:R:3
O 2.759 0.929 -1.198
C 1.836 0.114 -1.073
H 0.973 0.099 -1.781
H 1.795 -0.596 -0.214
O -1.486 0.449 0.068
C -1.851 -0.134 1.081
H -2.857 0.007 1.543
H -1.170 -0.868 1.573
```

**SMILES string**: C=O.C=O
**LUMO**: 0.4 eV
**Highest occupied orbital energy**: -10.07 eV

#2
DFT (ωB97M-V with the def2-TZVPD basis set) results for 2 unconnected molecules or ions with the total composition C2H4O2.

Structure (XYZ):
```
8
Properties=species:S:1:pos:R:3
O -0.823 0.767 -1.012
C -1.287 1.129 0.031
H -2.036 0.527 0.569
H -1.011 2.085 0.509
O 1.060 -0.731 1.036
C 1.305 -1.148 -0.072
H 1.361 -2.231 -0.200
H 1.431 -0.398 -0.861
```

**SMILES string**: C=O.C=O
**LUMO**: 0.7 eV
**Highest occupied orbital energy**: -10.12 eV

#3
DFT (ωB97M-V with the def2-TZVPD basis set) results for a single C2H4O2 molecule.

Structure (XYZ):
```
8
Properties=species:S:1:pos:R:3
C -0.006 -0.940 -0.469
C -0.393 0.443 0.349
O 1.141 -1.161 -0.729
O 0.654 1.341 0.412
H -0.814 -1.666 -0.584
H -0.840 0.215 1.312
H -1.185 0.842 -0.319
H 1.442 0.927 0.029
```

**SMILES string**: O=CCO
**LUMO**: 0.9 eV
**Highest occupied orbital energy**: -10.23 eV

Relative energies, hartree: #1 0.0337; #2 0.0301; #3 0.0000.

#1
DFT (ωB97M-V with the def2-TZVPD basis set) results for 2 unconnected molecules or ions with the total composition C2H4O2.

Structure (XYZ):
```
8
Properties=species:S:1:pos:R:3
O -0.155 -2.135 -1.553
C 0.466 -2.501 -0.587
H 1.291 -1.827 -0.302
H 0.231 -3.437 -0.066
O 0.462 3.175 0.998
C -0.445 2.487 0.627
H -1.131 1.949 1.313
H -0.719 2.289 -0.429
```

**SMILES string**: C=O.C=O
**LUMO**: 0.6 eV
**Highest occupied orbital energy**: -10.27 eV

#2
DFT (ωB97M-V with the def2-TZVPD basis set) results for 2 unconnected molecules or ions with the total composition C2H4O2.

Structure (XYZ):
```
8
Properties=species:S:1:pos:R:3
O -0.213 0.880 0.907
C -0.100 2.064 0.672
H 0.137 2.745 1.531
H -0.299 2.547 -0.280
O 0.674 -3.067 -0.441
C 0.125 -1.972 -0.709
H -0.631 -1.708 0.090
H 0.307 -1.489 -1.769
```

**SMILES string**: C=O.C=O
**LUMO**: 0.5 eV
**Highest occupied orbital energy**: -9.85 eV

Relative energies, hartree: #1 0.0000; #2 0.0113.